Entry 1:
# C27H66CdF6N2O13S2

A molecular structure, C27H66CdF6N2O13S2 at a distorted geometry (ωB97M-V/def2-TZVPD, the Open Molecules 2025 dataset).

CARTESIAN COORDINATES (ANGSTROEM)
Cd: -25.7558 12.0572 -1.0601
S: -28.7545 13.0606 -0.7614
S: -28.7766 10.5564 -0.8813
F: -29.3345 12.4163 -3.2230
F: -28.8175 14.5507 -3.0224
F: -28.4562 8.0101 -1.7248
F: -30.6664 13.8785 -2.5031
F: -28.8592 9.5476 -3.3131
F: -26.8265 9.2876 -2.3956
O: -25.0834 13.9573 -1.3620
O: -27.9250 14.1979 -0.4765
O: -28.6643 9.8579 0.3554
O: -25.6563 11.7797 -3.1729
O: -26.2486 16.0462 -2.7128
O: -23.6264 10.2749 -4.1441
O: -30.1600 15.5149 2.4089
O: -24.4700 10.3897 -0.8069
O: -29.8234 13.0082 0.2469
O: -30.9172 12.7304 2.6754
O: -31.7197 17.3761 -4.8521
O: -30.1422 10.8076 -1.2119
O: -25.5848 12.3445 1.1677
N: -27.6826 11.7006 -1.0302
N: -23.6143 9.5671 0.1322
C: -24.1238 8.1438 0.1969
C: -23.0616 14.5710 -0.2530
C: -23.3921 7.5835 1.4417
C: -24.8505 8.5013 -5.2499
C: -30.8243 15.5133 -5.7253
C: -31.6313 10.5026 2.8321
C: -30.9532 15.8360 1.2654
C: -23.5498 9.0304 -4.7030
C: -21.9897 11.4117 0.6378
C: -26.5835 17.2099 -1.9622
C: -21.8284 7.7187 1.3707
C: -25.6236 8.0954 0.5913
C: -31.4748 16.0126 -4.4708
C: -25.5681 13.0407 -5.2292
C: -21.3434 9.7925 -1.1129
C: -23.7199 13.8224 -1.4129
C: -25.9258 13.3988 2.0918
C: -26.4061 12.1134 -4.3183
C: -23.9114 7.0576 -0.9124
C: -22.1441 10.0017 0.2403
C: -21.4302 9.1818 1.3854
C: -29.3903 13.5318 -2.4957
C: -26.9585 12.9485 3.0735
C: -28.1640 9.2722 -2.1865
C: -25.4040 18.2734 -2.0937
C: -30.5347 11.4622 3.1432
C: -30.9412 17.3327 0.9301
H: -22.4745 11.6504 1.5844
H: -31.5820 10.0428 1.8451
H: -20.3433 9.1653 1.3045
H: -20.9657 11.7836 0.6007
H: -23.4795 14.3284 -2.3479
H: -24.7683 12.4089 -5.6155
H: -32.2738 15.3724 -4.0969
H: -22.8658 6.7851 -1.0564
H: -20.3302 9.4826 -0.8571
H: -24.3571 7.4158 -1.8404
H: -31.9705 15.4883 1.4452
H: -25.4617 9.3606 -5.5259
H: -25.0767 11.7146 1.6840
H: -27.5143 17.5412 -2.4226
H: -26.3480 8.5098 -0.1097
H: -31.3023 17.9276 1.7691
H: -23.6618 8.1749 2.3167
H: -24.8070 18.3085 -3.0050
H: -29.6015 11.1463 2.6768
H: -25.8177 19.2586 -1.8786
H: -26.8917 11.9151 3.4136
H: -24.6548 7.9848 -6.1896
H: -26.0771 13.3493 -6.1423
H: -23.5082 12.7850 -1.6722
H: -22.7952 8.9600 -5.4863
H: -32.5561 17.4835 -5.3110
H: -24.4124 6.1377 -0.6111
H: -26.1728 14.2343 1.4368
H: -25.0604 13.7889 2.6275
H: -25.1604 10.9696 -3.3121
H: -25.3373 13.9716 -4.7112
H: -27.9073 12.9395 2.5370
H: -29.9589 16.1457 -5.9234
H: -23.3007 14.0931 0.6970
H: -21.9889 14.6980 -0.3986
H: -25.3221 14.8006 -1.7535
H: -31.5458 17.5047 0.0397
H: -30.3955 14.5703 -5.3863
H: -23.5667 6.5435 1.7175
H: -26.7323 16.8547 -0.9425
H: -22.3936 12.0341 -0.1606
H: -25.7185 8.7236 1.4770
H: -22.8154 10.3248 -3.6330
H: -21.6945 9.5805 2.3648
H: -29.9100 17.5789 0.6770
H: -26.2645 16.4045 -3.6033
H: -27.2828 12.6804 -4.0052
H: -30.4048 11.4895 4.2251
H: -21.4161 7.2807 2.2797
H: -30.4762 15.3932 0.3910
H: -31.4265 15.3533 -6.6197
H: -23.4720 15.5678 -0.0916
H: -31.6496 9.6788 3.5457
H: -26.6392 11.2031 -4.8707
H: -24.5571 18.0676 -1.4391
H: -23.0695 8.4037 -3.9516
H: -21.4291 7.2380 0.4776
H: -30.7262 16.0328 -3.6788
H: -30.7812 12.7460 1.7252
H: -30.1696 14.5779 2.6176
H: -25.9441 7.1114 0.9337
H: -32.5980 10.9697 3.0208
H: -27.1593 13.7339 3.8022
H: -25.4624 7.9174 -4.5623
H: -21.3431 10.6008 -1.8441
H: -21.8663 8.9996 -1.6477

Energy relative to the best compared isomer or geometry (same formula, charge and spin) in eV: 3.322
Max |F| in eV Å⁻¹: 7.6
HOMO level in eV: -6.89

Entry 2:
# C27H68BN14O12

8 unconnected molecules or ions with the total composition C27H68BN14O12 at a distorted geometry (ωB97M-V/def2-TZVPD, the Open Molecules 2025 dataset).

CARTESIAN COORDINATES (ANGSTROEM)
O: -6.6180 -0.3640 -1.0506
O: -3.9136 -1.6328 1.9891
O: 5.7493 -0.9760 4.5437
O: 7.2299 -6.4709 -0.0991
O: -8.8177 3.8131 -4.4688
O: -7.2893 5.3643 -1.4136
O: 2.8967 -1.3817 2.6193
O: 4.0930 -3.3310 -4.3204
O: -1.6622 -3.3812 -2.1971
O: -1.9198 -1.0765 3.3115
O: -2.2223 -1.8720 -3.9201
O: 7.7511 -1.5771 1.4897
N: 3.6038 -3.1447 1.3968
N: 2.7100 -3.5868 -6.0956
N: 7.8999 -5.3921 -1.9744
N: 4.0921 -0.7511 6.0635
N: 1.9166 -3.8349 -3.9628
N: -8.6193 5.7372 -5.6352
N: -7.9823 -0.6241 -2.8383
N: -8.8039 -0.8421 -0.7151
N: -7.6740 3.1395 -1.6052
N: 6.2795 -0.5980 6.7141
N: -9.3053 3.8203 -6.6793
N: 1.3817 -2.6389 1.5138
N: -6.6467 3.9740 0.2575
N: 5.7085 -5.3387 -1.3341
C: 2.0182 3.5480 1.1223
C: 5.9668 0.7987 -0.3572
C: -0.3534 3.8073 2.1258
C: -3.4227 -1.4612 -3.1799
C: -3.6502 -0.2199 1.9717
C: -2.9973 0.1098 0.5467
C: -0.0872 3.1481 3.5663
C: 2.6409 -2.3286 1.8911
C: 7.4954 -2.8388 2.1576
C: -3.0976 -0.2920 -2.0992
C: -2.7663 0.1110 3.3149
C: 5.4605 2.2979 -0.6513
C: -1.3458 -2.6054 -3.1061
C: 5.3955 -0.7874 5.6984
C: 6.9630 -5.7801 -1.0715
C: -7.7270 -0.5950 -1.5044
C: 4.3850 2.7343 0.4572
C: -1.2818 2.2172 4.1173
C: 0.4600 3.1148 0.9196
C: 6.7715 0.7291 1.0518
C: -1.9271 1.4145 2.8901
C: 2.8733 2.8527 -0.0817
C: 2.9799 -3.5694 -4.7652
C: -8.9083 4.4170 -5.5249
C: -7.2094 4.2322 -0.9516
C: -3.5639 -0.8115 -0.6507
C: 6.6171 -0.7062 1.7563
B: -2.6357 -2.1578 2.5764
H: 2.7693 3.4569 -1.0379
H: -8.6861 6.2544 -6.4920
H: 2.4187 1.8114 -0.2467
H: 8.8446 -5.6973 -1.8142
H: -3.9393 -2.3497 -2.6805
H: 7.1186 -2.6940 3.2234
H: 6.3833 2.9649 -0.4867
H: 4.3546 2.0173 1.3454
H: 0.9941 -4.0313 -4.3054
H: 7.8805 0.9124 0.8124
H: 5.4698 -4.7692 -2.1282
H: -2.6170 2.1404 2.3489
H: -6.5702 3.0543 0.6536
H: -1.4704 3.9373 1.9006
H: -8.3208 6.2127 -4.7984
H: 6.7076 -3.4124 1.5644
H: -4.1547 -1.0791 -3.9715
H: 6.5489 -0.5759 2.8977
H: -2.0435 -2.5171 1.5856
H: -6.2891 4.7592 0.7740
H: 3.4175 -3.9251 0.7957
H: -8.8865 -0.8109 -3.2304
H: -1.8597 0.0445 0.5225
H: 0.4621 1.9758 0.9634
H: -7.6168 2.2046 -1.2415
H: -8.0984 3.2889 -2.5074
H: 6.0098 -0.4417 7.6675
H: -2.0356 2.8693 4.6667
H: 2.0784 -3.8309 -2.9693
H: -3.0811 -1.8411 -0.4916
H: 0.0822 4.0162 4.3009
H: -3.0279 -3.0913 3.2172
H: 6.4642 1.5587 1.7631
H: 7.2577 -0.6183 6.4803
H: -0.7949 1.5007 4.8733
H: -0.2259 -2.4536 -3.2965
H: 0.8874 2.5685 3.5238
H: 0.0827 3.4030 -0.1117
H: 4.5554 -2.9418 1.6551
H: -3.2570 1.1934 0.2483
H: 0.6376 -2.0483 1.8584
H: 6.7148 0.4728 -1.1504
H: -4.5658 0.4623 2.0876
H: 4.6719 3.7534 0.8948
H: -9.7233 -1.0332 -1.0677
H: -4.6931 -0.8358 -0.5403
H: -7.2090 -0.4455 -3.4569
H: 3.4738 -3.3934 -6.7209
H: 2.1269 4.6766 1.1159
H: 1.1500 -3.4133 0.9198
H: 5.0631 0.1014 -0.3329
H: 2.4304 3.0583 2.0758
H: 8.4089 -3.5190 2.2206
H: 3.7791 -0.5981 7.0040
H: -8.6549 -0.8297 0.2805
H: -1.9965 0.0139 -2.1342
H: -9.5281 2.8405 -6.6356
H: -1.0612 1.0450 2.2508
H: 5.1175 2.4618 -1.7193
H: -3.3906 0.1966 4.2675
H: 4.9846 -5.6031 -0.6884
H: 5.6071 -1.1316 1.4345
H: -3.6958 0.6130 -2.4606
H: -9.3859 4.2993 -7.5569
H: 0.0571 4.8816 2.1887
H: 7.7002 -4.8259 -2.7787
H: 1.8031 -3.7792 -6.4795
H: 3.4065 -0.8876 5.3343

Max |F| in eV Å⁻¹: 3.6
HOMO level in eV: -3.69
Charge: -1

Entry 3:
# C27H69ClFInO7P

A molecular structure, C27H69ClFInO7P (ωB97M-V/def2-TZVPD, the Open Molecules 2025 dataset).

CARTESIAN COORDINATES (ANGSTROEM)
In: -2.7592 0.2514 1.5950
Cl: -3.1321 -2.1008 2.0195
P: -4.9147 1.6026 1.9315
F: -1.4349 0.3891 4.3228
O: -6.2424 1.0205 1.5222
O: 3.5349 5.2630 -0.4130
O: -10.0880 0.2019 -0.7681
O: 4.2095 1.8827 2.8225
O: 5.5878 -1.3513 -2.8977
O: 1.3378 -2.5986 0.9569
O: -3.7353 -6.5239 -1.9864
C: 5.0200 1.7875 3.9771
C: 2.7463 -2.5456 0.8860
C: 3.8063 5.6387 0.9276
C: -4.6218 -7.2998 -1.2039
C: -11.0717 1.1183 -1.1895
C: 7.5510 -2.4417 -3.9065
C: 5.7958 3.0576 4.2885
C: 2.7695 5.1590 1.9283
C: 1.0526 -4.9940 0.4760
C: 0.6869 -3.5571 0.1425
C: 0.8898 1.1208 1.5144
C: -10.5584 2.1946 -2.1354
C: 5.8760 1.0467 1.2093
C: -1.1596 0.8481 2.9974
C: -9.4060 1.4609 1.2498
C: 3.2870 -2.1617 -0.4806
C: 6.0411 -2.2698 -3.8737
C: 5.5942 0.6432 -4.3430
C: 6.0339 -0.0151 -3.0463
C: 2.3013 5.7221 -0.9395
C: -6.0868 -7.1326 -1.5754
C: 4.8842 2.1286 1.6028
C: 0.1710 0.2487 2.5544
C: 2.1735 7.2357 -0.9811
C: -8.9972 0.7682 -0.0346
C: -3.8023 -4.5440 -0.5022
C: -3.9274 -5.1129 -1.9010
H: 1.2673 7.5103 -1.5229
H: -11.3979 2.7730 -2.5269
H: 4.7722 5.1822 1.1448
H: 0.7969 0.1016 3.4401
H: -6.4629 -6.1411 -1.3229
H: -3.8212 -3.4553 -0.5298
H: 3.1177 -2.9387 -1.2280
H: 5.6721 -1.9928 -4.8685
H: 6.2416 1.2381 0.1991
H: 1.4609 5.2874 -0.3876
H: 3.1228 5.3417 2.9442
H: -1.0468 1.9346 3.0941
H: -6.6886 -7.8619 -1.0302
H: 4.5150 0.5479 -4.4683
H: 3.0304 7.6773 -1.4927
H: -4.6877 2.8742 1.3241
H: -6.2296 -7.2950 -2.6451
H: 4.0896 2.1924 0.8583
H: 1.9666 1.1251 1.6917
H: -8.3364 -0.0645 0.1917
H: 5.7068 0.9356 3.9013
H: 5.1201 3.9140 4.3197
H: 0.9031 -5.1810 1.5404
H: 4.3217 1.5676 4.7844
H: -4.8958 -4.8387 -2.3361
H: 0.5413 2.1569 1.5492
H: 5.3918 0.0687 1.2220
H: 2.8120 -1.2438 -0.8311
H: 7.8118 -3.2625 -4.5766
H: 7.1245 0.0431 -2.9431
H: 2.2655 5.3152 -1.9501
H: 3.0222 -1.7826 1.6167
H: -0.3751 -3.3883 0.3235
H: 5.5633 -3.2122 -3.6050
H: -2.8604 -4.8457 -0.0415
H: 6.0845 0.2088 -5.2154
H: 0.8739 -3.3537 -0.9193
H: -10.0277 1.7402 -2.9736
H: 7.9276 -2.6761 -2.9098
H: 6.7411 1.0130 1.8736
H: 2.0883 -5.2294 0.2237
H: 0.7240 0.7529 0.5017
H: 8.0610 -1.5474 -4.2670
H: 4.3637 -1.9925 -0.4286
H: 2.1044 7.6710 0.0165
H: -8.4923 1.7173 1.7850
H: -4.4827 -7.0884 -0.1376
H: -10.0027 0.7890 1.8707
H: -11.8245 0.5112 -1.6965
H: -4.9453 2.1183 3.2583
H: -3.1562 -4.6979 -2.5503
H: 0.0200 -0.7367 2.1089
H: 3.9430 6.7248 1.0036
H: 5.3775 3.1072 1.6287
H: -4.3106 -8.3321 -1.3730
H: -4.6176 -4.8567 0.1512
H: -9.9833 2.3718 1.0735
H: 1.8170 5.6778 1.8120
H: 2.5954 4.0879 1.8164
H: -11.5629 1.5892 -0.3282
H: -9.8807 2.8872 -1.6361
H: -8.4281 1.4546 -0.6692
H: 3.1934 -3.4908 1.2217
H: 6.5744 3.2581 3.5510
H: 5.8458 1.7044 -4.3172
H: 6.2794 2.9639 5.2623
H: -2.1586 0.3913 -0.0389
H: 0.4107 -5.6736 -0.0874
H: 5.6004 0.5121 -2.1961

Max |F| in eV Å⁻¹: 0.4
HOMO level in eV: -5.06
Charge: -1

Entry 4:
# C27H69N4O13P2S7

8 unconnected molecules or ions with the total composition C27H69N4O13P2S7 at a distorted geometry (ωB97M-V/def2-TZVPD, the Open Molecules 2025 dataset).

CARTESIAN COORDINATES (ANGSTROEM)
S: -1.1242 -5.9528 1.5265
S: -2.8487 -10.1444 0.7506
S: -0.8803 -2.8576 -5.6805
S: 1.0513 1.8663 -8.2012
S: 4.3513 -3.9103 5.2521
S: -5.8607 2.6086 0.5220
S: -2.1427 -1.9440 -1.2505
P: 3.9936 2.2024 2.0259
P: 2.9645 0.5457 3.0950
O: -0.4073 6.1820 5.7994
O: 1.3655 1.1575 3.4922
O: -2.5870 -6.2683 1.4330
O: -5.1884 3.7970 -0.0978
O: 3.8319 0.1657 4.5936
O: -2.4254 1.6519 -0.6310
O: -2.7149 -11.3389 1.6470
O: 4.4851 -5.1048 6.1484
O: 2.9456 -0.7954 2.2489
O: -0.5277 6.1374 3.3803
O: -2.3279 -1.0216 -0.0830
O: 1.1851 0.6718 -7.3048
O: -0.8160 -2.6084 -4.2033
N: 0.8553 5.1795 0.9707
N: 2.8844 5.8027 2.6520
N: 1.4834 2.8967 0.4251
N: 3.5444 1.9526 -1.8174
C: -3.7336 -10.6761 -0.7350
C: 0.1664 1.3346 -9.6868
C: -6.1302 2.9872 2.2703
C: 3.0140 -2.8836 5.9107
C: 2.5591 3.3008 1.4084
C: 2.0275 1.7892 -1.7938
C: 3.9214 6.4407 1.7033
C: 0.0215 6.4358 0.8603
C: -0.2860 2.8929 -7.5425
C: -0.2931 -4.5445 -5.9731
C: -7.6062 2.6621 0.0462
C: 0.4502 3.9691 0.1589
C: -0.9495 -4.4909 2.5776
C: -0.4024 7.1218 2.2874
C: -4.1860 -9.1178 1.4092
C: 0.0707 6.6302 4.6360
C: -2.9469 -3.5120 -0.8371
C: -0.8041 3.6830 -0.8565
C: 6.6429 6.2313 1.2514
C: 5.2267 5.4484 1.5727
C: -0.4493 -2.5765 -1.1802
C: -0.3909 -7.1183 2.7013
C: 2.1200 4.8467 1.7300
C: -1.9875 2.9185 0.0448
C: 1.4345 1.5307 -0.2513
C: 0.5412 -2.0300 -6.4336
C: 3.4664 -4.4419 3.7665
H: 0.3247 1.1753 -0.3823
H: 2.1160 -3.4880 6.0577
H: 4.0526 1.0193 5.0862
H: -2.7316 -4.2492 -1.6136
H: 2.1218 0.7243 0.2499
H: -1.4784 -4.6422 3.5216
H: 3.9688 1.6831 -0.9028
H: 0.5657 7.2718 0.2057
H: -0.3132 -3.3439 -1.9460
H: 0.9837 7.3920 4.6763
H: 1.4616 -2.3296 -5.9268
H: -0.9540 -7.1101 3.6373
H: 0.5953 -2.2880 -7.4940
H: -0.7595 0.8251 -9.4098
H: 5.3681 4.9042 2.6076
H: -0.2451 -2.9929 -0.1909
H: -4.6595 -11.1857 -0.4580
H: -0.5504 2.9082 -1.7289
H: 7.3117 6.1428 2.2339
H: -0.4931 3.7118 -8.2349
H: 4.8037 2.8418 3.0308
H: 3.3347 -2.4722 6.8710
H: 6.4941 7.3471 0.9008
H: -1.3817 -3.6340 2.0552
H: 0.2385 -1.7496 -1.3727
H: -0.9996 6.2240 0.2789
H: -5.1587 3.0425 2.7674
H: 1.7209 0.9372 -2.5390
H: -1.4985 7.5670 2.1280
H: -1.1840 2.2886 -7.3955
H: -5.0840 -9.7222 1.5563
H: -3.8653 -8.7064 2.3696
H: 7.2060 5.5617 0.4429
H: 3.3815 6.4434 0.6400
H: 0.1096 -4.3006 2.7668
H: -2.9170 3.6142 0.2296
H: -0.4290 -8.1195 2.2647
H: -3.9553 -9.8073 -1.3594
H: -0.2126 -4.7224 -7.0476
H: 3.2447 -3.5732 3.1420
H: -2.1238 0.8706 -0.0465
H: 5.0571 4.6799 0.6997
H: -1.2480 4.7008 -1.2948
H: 2.8069 -2.0647 5.2184
H: 0.2665 8.0640 2.5687
H: -3.0946 -11.3660 -1.2915
H: 4.1054 -5.1318 3.2099
H: -8.0285 3.6415 0.2824
H: 0.4083 -0.9502 -6.3320
H: -1.5231 2.6014 1.0781
H: -4.3931 -8.2989 0.7169
H: 0.8054 0.6447 -10.2433
H: -1.0172 -5.2420 -5.5448
H: 3.8040 2.9339 -2.1016
H: 0.9929 0.7147 4.3100
H: 2.5405 -4.9515 4.0435
H: 4.1718 7.5371 2.0259
H: -6.6426 3.9468 2.3717
H: -0.0553 2.2034 -10.3112
H: -7.6767 2.4875 -1.0303
H: 0.0347 3.3043 -6.5822
H: 1.5844 2.8280 -2.1580
H: -8.1535 1.8791 0.5755
H: -6.7248 2.1936 2.7292
H: 0.6500 -6.8446 2.8864
H: -2.5912 -3.8710 0.1313
H: 2.2730 6.6342 2.9128
H: -4.0257 -3.3447 -0.7871
H: 0.6776 -4.6912 -5.4939

Energy relative to the best compared isomer or geometry (same formula, charge and spin) in eV: 11.468
Max |F| in eV Å⁻¹: 9.1
HOMO level in eV: -9.72
Charge: +1